# 1
Entry from the OMol25 dataset: a structure of composition C36H25Br2F5IrN2O4 (wB97M-V/def2-TZVPD).

Values from the calculation:
- Energy above the lowest of the compared OMol25 structures with the same formula, charge and spin: 0.109 eV
- Frontier orbital gap (alpha / beta): 7.06 / 5.51 eV
- DFT total energy: -7548.33568 a.u.
- E_LUMO (alpha / beta): -5.9 / -7.9 eV

ORCA input file:
```
! RIJCOSX wB97M-V def2-TZVPD def2/J DEFGRID3
* xyz 2 6
Ir -0.26402 0.01683 0.37884
C -2.64065 1.77142 3.59863
C -2.78449 1.49365 2.12886
C -3.88115 0.82610 1.61950
C -4.04694 0.64909 0.23954
C -3.12084 1.15193 -0.64599
C -1.98695 1.82225 -0.15653
C -1.81674 1.97152 1.22459
H -1.59258 1.86085 3.88798
H -3.10452 0.98991 4.20096
H -3.13116 2.71178 3.85689
H -4.64521 0.46287 2.29767
H -4.93314 0.14730 -0.12952
H -3.26957 1.05720 -1.71368
H -1.34096 2.36258 -0.83466
H -1.00969 2.58697 1.60649
Br -3.13347 -3.25291 -2.81759
C -3.12997 -3.17713 -0.95923
C -3.93491 -4.02276 -0.22237
C -3.92857 -3.97839 1.16441
Br -5.03449 -5.14473 2.08749
C -3.07952 -3.06110 1.88207
C -3.02045 -2.97423 3.28168
C -2.17364 -2.05762 3.85276
C -1.39498 -1.23861 3.03640
N -1.42607 -1.31066 1.71106
C -2.26045 -2.20321 1.14082
C -2.26665 -2.22630 -0.32336
O -1.53517 -1.45039 -0.95950
H -4.57666 -4.73040 -0.72886
H -3.63392 -3.62020 3.89407
H -2.09963 -1.96034 4.92639
H -0.73399 -0.49878 3.46283
F 5.79266 2.16601 3.84775
C 4.59490 1.78323 3.49629
C 4.41456 1.15658 2.24711
F 5.46945 0.96269 1.47568
C 3.16721 0.76103 1.86523
F 2.97530 0.15137 0.70318
C 2.02013 0.96822 2.71999
O 0.85934 0.62281 2.40759
C 2.26780 1.59605 4.00085
F 1.22621 1.77727 4.78896
C 3.51551 2.00233 4.37295
F 3.74443 2.59361 5.52724
C 4.03950 0.80403 -3.42980
O 2.74196 0.20639 -3.44423
C 2.57487 -0.96903 -2.81251
C 3.55375 -1.62426 -2.06993
C 3.27932 -2.85006 -1.48457
C 2.04025 -3.45753 -1.63776
C 1.06281 -2.81389 -2.37577
C 1.31812 -1.56956 -2.92887
N 0.29143 -0.98175 -3.72747
C -0.08343 0.25010 -3.92802
C 0.28172 1.47788 -3.29443
C 0.11614 2.64044 -4.07545
C 0.48888 3.87357 -3.59836
C 0.99996 3.97208 -2.30154
C 1.11768 2.85851 -1.49317
C 0.74680 1.59846 -1.96613
O 0.80914 0.52971 -1.18596
H 3.95662 1.70218 -4.03333
H 4.77971 0.13484 -3.86862
H 4.32775 1.07081 -2.41154
H 4.53453 -1.18711 -1.96064
H 4.05926 -3.34738 -0.92332
H 1.84575 -4.43054 -1.20918
H 0.09096 -3.26776 -2.53088
H -0.18089 -1.66046 -4.31271
H -0.78125 0.34019 -4.75485
H -0.28153 2.54518 -5.07873
H 0.38296 4.75528 -4.21322
H 1.28797 4.94065 -1.91360
H 1.48292 2.94331 -0.47686
*
```



# 2
Entry from the OMol25 dataset: a structure of composition C36H26N2O2PPd (wB97M-V/def2-TZVPD).

Values from the calculation:
- Energy above the lowest of the compared OMol25 structures with the same formula, charge and spin: 1.782 eV
- Frontier orbital gap (alpha / beta): 6.42 / 6.49 eV
- DFT total energy: -2116.71156 a.u.
- E_LUMO (alpha / beta): 2.7 / 2.5 eV

ORCA input file:
```
! RIJCOSX wB97M-V def2-TZVPD def2/J DEFGRID3
* xyz -1 1
Pd -0.09023 0.11212 -0.02529
O 2.05725 0.38678 0.25830
C 2.58564 0.88647 1.32850
C 3.80688 1.60813 1.20625
C 4.46598 2.13749 2.28823
C 3.95295 1.99550 3.58348
C 2.76921 1.30760 3.73533
C 2.06332 0.75262 2.65548
C 0.82045 0.07534 3.00693
N -0.01233 -0.40743 2.16672
N -1.16362 -0.98531 2.70117
C -2.04241 -1.16852 1.74437
O -1.96453 -0.85542 0.50672
C -3.33592 -1.81881 2.16680
C -3.54032 -2.24613 3.47756
C -4.72716 -2.86494 3.83608
C -5.72757 -3.06497 2.89062
C -5.52923 -2.63644 1.58647
C -4.33917 -2.01646 1.22691
H 4.20000 1.71529 0.20264
H 5.39716 2.67175 2.12965
H 4.46958 2.41463 4.43688
H 2.34674 1.17956 4.72752
H 0.57516 -0.00123 4.07058
H -2.75349 -2.08280 4.20115
H -4.87286 -3.19448 4.85810
H -6.65400 -3.55172 3.17119
H -6.30353 -2.78424 0.84270
H -4.16280 -1.67615 0.21499
C 1.14838 -0.46232 -7.01788
C 1.41354 0.69989 -6.30119
C 1.02246 0.79908 -4.97619
C 0.34257 -0.24249 -4.34076
C 0.08766 -1.40080 -5.06801
C 0.49114 -1.51112 -6.39553
P -0.12353 0.02195 -2.56492
C -0.81584 -1.64314 -2.21333
C 0.04193 -2.57943 -1.64108
C -0.42514 -3.83396 -1.27300
C -1.75714 -4.16467 -1.47582
C -2.61353 -3.24302 -2.06433
C -2.14433 -1.99195 -2.43495
C -1.56460 1.12228 -2.74765
C -2.24741 1.33023 -3.91620
C -3.27911 2.29467 -3.98303
C -3.58149 3.05091 -2.88870
C -2.88597 2.87698 -1.66476
C -3.15871 3.68550 -0.53138
C -2.45592 3.50392 0.62210
C -1.47545 2.48615 0.72170
C -1.19982 1.68099 -0.34623
C -1.88381 1.88285 -1.58225
H 1.46158 -0.54967 -8.05112
H 1.93388 1.52508 -6.77183
H 1.25064 1.70473 -4.42362
H -0.42667 -2.23100 -4.60142
H 0.28454 -2.42392 -6.94150
H 1.07615 -2.31332 -1.44736
H 0.25288 -4.53653 -0.80483
H -2.13514 -5.12989 -1.16222
H -3.65640 -3.49424 -2.21623
H -2.82345 -1.26562 -2.86595
H -1.98658 0.76742 -4.80460
H -3.81408 2.44109 -4.91351
H -4.35619 3.80841 -2.94130
H -3.92817 4.44591 -0.60131
H -2.65906 4.12572 1.48625
H -0.96486 2.32561 1.66422
*
```



# 3
Entry from the OMol25 dataset: a structure of composition C36H27BIIrN3O2S2 at a distorted geometry (wB97M-V/def2-TZVPD).

Values from the calculation:
- Energy above the lowest of the compared OMol25 structures with the same formula, charge and spin: 0.738 eV
- Frontier orbital gap (alpha / beta): 5.85 / 4.65 eV
- DFT total energy: -2925.86045 a.u.
- E_LUMO (alpha / beta): -2.7 / -5.6 eV

ORCA input file:
```
! RIJCOSX wB97M-V def2-TZVPD def2/J DEFGRID3
* xyz 1 5
Ir 0.70730 -0.10550 0.14470
S 5.10560 -1.17700 0.25800
C 5.05030 0.56330 0.16280
C 6.11700 1.44110 0.10340
C 5.84250 2.79410 0.01700
C 4.52790 3.25430 -0.01980
C 3.46500 2.37710 0.02330
C 3.71300 1.00770 0.11560
N 2.79200 -0.00650 0.13100
C 3.38280 -1.19870 0.20260
C 2.56260 -2.36350 0.14770
C 3.08270 -3.65770 0.09000
C 2.22790 -4.72430 -0.08820
C 0.86830 -4.49050 -0.24090
C 0.35280 -3.19970 -0.16680
C 1.17340 -2.11050 0.05420
H 7.12750 1.06410 0.10910
H 6.65660 3.49750 -0.02970
H 4.33710 4.31410 -0.10110
H 2.45390 2.74220 -0.02830
H 4.15070 -3.80200 0.16710
H 2.61480 -5.73100 -0.13390
H 0.19530 -5.31340 -0.42610
H -0.70320 -3.05570 -0.30930
N -1.22040 -0.10580 0.16880
S -2.87170 -1.98880 -1.22890
C -3.49110 -3.40590 -0.31770
C -2.89680 -3.82660 0.86340
C -3.33360 -4.99580 1.46210
C -4.35840 -5.73440 0.89160
C -4.96010 -5.29620 -0.27740
C -4.52830 -4.13320 -0.88890
C -4.30550 -0.94920 -1.24170
C -5.06510 -0.74510 -0.09610
C -6.14260 0.12050 -0.14480
C -6.46950 0.76670 -1.32760
C -5.70760 0.55680 -2.46840
C -4.61500 -0.28880 -2.42500
H -1.80030 -0.67960 0.76660
H -2.10260 -3.25560 1.32240
H -2.86830 -5.32840 2.37690
H -4.68840 -6.64660 1.36240
H -5.76120 -5.86580 -0.72220
H -4.97760 -3.79310 -1.80960
H -4.81610 -1.25180 0.82530
H -6.73180 0.29390 0.74360
H -7.31280 1.43980 -1.35870
H -5.96480 1.04990 -3.39340
H -4.00290 -0.44930 -3.29820
O -2.49690 1.77730 1.19920
B -1.71530 1.28130 0.01760
O -2.57950 1.62560 -1.15550
C -3.53670 2.41650 -0.70110
C -4.45740 3.15650 -1.42990
C -5.35460 3.93080 -0.71930
C -5.36650 3.94640 0.68050
C -4.45420 3.21790 1.42140
C -3.51240 2.47930 0.72310
H -4.44610 3.13640 -2.50670
H -6.05920 4.54320 -1.25980
H -6.09470 4.55910 1.18930
H -4.44070 3.23660 2.49880
I 0.42250 1.40180 2.63590
C 0.09350 2.79660 1.04540
C 0.60560 4.05940 1.10830
C 0.61760 4.84810 -0.04490
C 0.25170 4.23680 -1.26410
C -0.24430 2.97360 -1.27190
N -0.40850 2.22930 -0.11410
H 1.01430 4.42970 2.03610
H 0.91750 5.87890 -0.00270
H 0.36370 4.76960 -2.19460
H -0.57380 2.47460 -2.17020
*
```